[1]
{"formula": "C36H71AsGe2N5OPdSSi3", "method": "ωB97M-V/def2-TZVPD", "symbols": ["C", "H", "O", "H", "N", "H", "C", "H", "H", "H", "H", "C", "As", "H", "H", "H", "H", "H", "H", "N", "H", "C", "H", "H", "H", "H", "C", "C", "N", "C", "H", "C", "H", "H", "C", "H", "C", "C", "H", "H", "C", "H", "S", "H", "C", "H", "H", "C", "H", "Si", "C", "H", "Si", "C", "H", "H", "H", "H", "C", "H", "C", "N", "H", "C", "C", "Ge", "Ge", "H", "H", "C", "C", "H", "H", "C", "N", "C", "H", "C", "H", "C", "H", "C", "H", "C", "H", "Si", "C", "C", "C", "H", "H", "H", "H", "C", "H", "H", "H", "H", "H", "H", "H", "C", "H", "H", "H", "H", "H", "H", "H", "H", "H", "H", "Pd", "H", "H", "H", "C", "H", "C", "C", "H"], "xyz": [[-3.67943, 1.56206, -1.17730], [5.87420, 1.78970, -0.40033], [2.89441, -0.09191, 0.09568], [2.45245, -0.25766, -5.10116], [0.57615, 2.12341, -1.98467], [1.54827, 0.89644, 5.99455], [-2.17832, 0.52621, -4.09716], [-1.33987, 0.19429, 6.87361], [1.49980, -3.37138, 4.35240], [-4.14182, 1.18883, 3.15345], [-2.73926, -3.53533, -1.81693], [2.33713, -0.37560, -4.02377], [-0.52462, 0.14058, 3.06966], [0.43036, -1.28955, -4.25891], [0.21244, -2.86714, 5.45144], [0.30306, 4.15159, -2.33142], [0.21241, -6.28820, -0.23870], [-0.09022, -2.94919, 3.70588], [-3.55029, -5.63362, -0.89514], [1.25207, -4.60015, 0.44313], [2.52122, -0.54015, 6.31929], [0.65045, -2.69109, 4.46578], [1.71389, 3.61205, 1.37637], [-4.90205, -2.23643, -2.53962], [1.83867, 1.88948, 0.98476], [1.92309, 3.73879, -1.77198], [-4.64041, -1.30610, -3.04183], [-5.79004, 2.03809, -0.12978], [0.67716, -2.28209, 1.04426], [0.95691, -3.36199, 0.73654], [-3.77293, -1.52047, 4.04949], [1.35350, -1.47767, -3.70658], [-1.62845, -2.37534, -5.03694], [5.30487, -1.05700, 0.90784], [1.65659, 2.60184, 1.79593], [-3.17829, -4.05128, 3.06522], [1.53313, -0.19537, 5.99519], [-2.53556, -2.53864, 0.08474], [-2.31188, 2.56581, 1.59322], [-1.42889, 1.10235, -3.55249], [-3.54506, 1.62286, 3.95302], [3.35595, 0.12848, 3.68202], [4.13287, 0.20394, -0.70466], [2.65738, -0.67352, 2.26720], [5.35946, -0.98037, -0.17900], [4.93988, 1.49147, 1.10851], [2.70479, -5.54876, -0.73672], [-1.30053, 2.86655, 1.31646], [-4.38306, -0.72171, 1.23872], [1.22527, -0.91970, 4.31136], [2.64396, -4.98770, 0.19423], [-4.99231, -1.34674, -4.07903], [-0.01835, 2.40452, 2.59847], [2.50350, 2.10827, -3.96299], [-6.38366, 0.69151, 1.43046], [-3.80410, -5.91279, 1.55165], [2.09280, 4.20953, -4.14554], [-1.76070, 0.22913, -5.06117], [4.88281, 1.64543, 0.03007], [0.05567, 4.55510, 3.77639], [-1.62777, 1.02610, 6.23066], [1.84568, 0.89004, -3.48898], [-2.34137, -1.94171, 2.14975], [1.01980, 0.90692, -2.41579], [-5.62145, 0.93993, 0.70161], [-2.71946, -1.10002, -3.17423], [-1.94162, -0.72295, -0.46271], [1.97758, -1.71423, -1.66002], [0.68824, 3.25997, 4.80107], [-0.09655, 3.51487, 4.08387], [1.06788, -1.45927, -2.21562], [-4.93777, 3.21352, -1.71348], [-2.26459, -2.05144, 4.81572], [0.25122, -5.65617, 0.64672], [0.58068, -0.15465, -1.77979], [-2.63288, -2.73169, 1.46657], [-0.72621, -5.20507, 0.80751], [2.80937, -0.75744, 3.34550], [-2.77863, -3.40611, -4.15585], [-4.81334, 2.35408, -1.06667], [-1.05912, 3.45658, 4.59627], [-3.51205, 0.44712, -0.35407], [2.78970, 1.93990, -4.99995], [-3.04773, -1.28952, 4.83430], [0.80613, -0.52920, 6.73539], [-2.32880, 0.40946, 4.63162], [1.57442, 3.29878, -3.84950], [-2.84566, -3.61266, -0.74992], [-3.09172, -3.93367, 1.99142], [0.72051, 3.16048, -4.51657], [-3.56007, -1.36035, 5.79835], [-1.09192, 2.36512, 0.36630], [6.34637, -0.64833, -0.50213], [1.09944, 3.41429, -2.41663], [-1.29849, 3.94616, 1.13589], [4.25121, 2.50227, -0.19871], [0.51971, -6.26304, 1.51158], [-4.22080, 1.92953, 4.75757], [-5.10977, -0.46860, -2.53073], [3.44106, -1.63274, 3.52762], [1.75294, -2.44074, -4.02636], [-3.29953, -4.81917, -0.22679], [3.25982, -4.09553, 0.11870], [-6.68146, 2.64598, -0.04933], [3.32584, -0.60168, -3.61117], [5.12625, -1.93532, -0.64677], [-1.14687, -3.14827, -3.51637], [3.01301, -5.60900, 1.01050], [0.32389, -2.21533, -1.94987], [-2.91756, 1.83332, -1.90015], [0.08974, 2.08766, -1.10568], [3.42451, 2.28398, -3.39490], [0.20800, -0.20067, 0.64154], [-3.06407, 2.52205, 3.56670], [-2.40416, 1.59874, 6.74833], [2.47345, 2.47686, 2.51045], [-1.97227, -2.67929, -4.04740], [-3.06190, 1.14463, -4.25823], [-4.48517, 0.14496, 0.59615], [-3.43680, -4.97894, 1.14478], [-0.76385, 1.67515, 6.10003]], "mulliken_charge": [0.46, 0.53, -0.95, 0.61, 0.18, 0.29, -0.74, 0.36, 0.44, -0.03, -0.01, -0.80, 0.06, 0.00, 0.40, 0.43, 0.32, -0.04, 0.46, 0.31, 0.40, -0.84, 0.45, 0.36, -0.07, 0.33, -1.04, -0.84, 0.11, -0.41, 0.30, -0.46, 0.45, 0.30, -0.71, 0.47, -1.24, 0.89, -0.24, -0.10, -0.69, 0.34, 0.75, -0.19, -1.18, 0.36, 0.32, 1.02, 0.50, 0.60, -0.84, 0.54, 0.31, -0.54, 0.46, 0.39, 0.40, 0.48, -1.20, 0.39, -1.11, 0.47, -0.34, -1.63, -0.52, 0.96, -0.64, -0.14, 0.31, -0.96, -0.19, 0.47, 0.16, -0.64, 2.37, 0.63, 0.02, -0.71, 0.59, -0.99, 0.28, 1.13, 0.40, -1.14, 0.33, 0.61, -0.76, -0.11, -0.89, 0.28, 0.57, -1.23, 0.47, -0.65, 0.75, 0.22, 0.36, 0.51, 0.26, 0.56, 0.44, -0.92, 0.17, 0.42, 0.18, 0.32, 0.35, 0.33, -0.20, 0.26, -0.43, 0.17, -0.24, 0.21, 0.42, 0.36, -1.48, 0.57, -0.84, -1.04, 0.24], "multiplicity": 4, "lumo_energy_ha": [-0.1389, -0.2574], "s2": 3.76, "gap_ev": [7.48, 6.11], "de_lowest_kj_mol": 147.81, "homo_energy_ev": [-11.26, -13.12], "total_charge": 2}

[2]
{"formula": "C4H7NO2", "method": "ωB97M-V/def2-TZVPD", "symbols": ["O", "H", "O", "H", "H", "C", "H", "C", "H", "C", "H", "C", "H", "N"], "xyz": [[0.40027, 0.41448, 0.67327], [-2.08995, -0.67017, -1.40298], [1.32879, -0.97754, -1.17493], [0.21226, -0.03583, -2.75112], [1.28638, -1.60512, -2.06729], [-0.38341, 0.61309, -0.54045], [-0.79621, -1.29738, -0.08129], [-1.14675, -0.68940, -0.94972], [-0.68825, 1.52639, -0.86641], [0.10001, -0.34563, -1.58072], [0.09151, 1.24535, 3.70719], [0.52153, 0.69530, 2.74883], [1.47377, 0.17973, 2.55230], [-0.30996, 0.94672, 1.73331]], "mulliken_charge": [-0.05, 0.33, -0.48, 0.29, 0.35, -0.38, 0.26, -0.72, 0.45, 0.19, 0.26, -0.31, 0.32, -0.52], "multiplicity": 1, "lumo_energy_ha": 0.0309, "gap_ev": 10.02, "de_lowest_kj_mol": 606.20, "smiles": "C=NO[C@@H]1C[C@@H]1O", "homo_energy_ev": -9.18, "total_charge": 0}

[3]
{"formula": "C10H17N", "method": "ωB97M-V/def2-TZVPD", "symbols": ["H", "C", "C", "C", "H", "C", "C", "H", "H", "H", "H", "H", "H", "C", "H", "H", "H", "H", "H", "C", "C", "C", "H", "H", "N", "H", "H", "C"], "xyz": [[2.11027, -0.97803, -1.07959], [-1.94803, 0.52988, 0.50528], [2.75077, 0.94565, -0.22353], [4.15601, -1.25812, -0.33780], [-1.47221, 1.42878, 0.89516], [2.83337, -0.55466, -0.38687], [-6.37105, -0.71082, 0.36904], [-3.33930, -1.47911, -0.39857], [3.58507, 1.27837, 0.40314], [4.32788, -2.10499, -1.00105], [0.27753, 1.43575, -1.26485], [-3.96098, -0.49225, -1.71607], [-3.62629, 1.60660, -0.18975], [-3.13412, 0.61758, -0.07415], [0.12020, 0.08020, -0.37282], [2.67738, -2.37680, 0.90295], [-1.44677, -0.43907, 0.64618], [1.35542, 0.98286, 1.42406], [1.47819, 2.50803, 0.54828], [3.18013, -1.41501, 0.79193], [-3.89693, -0.56914, -0.62364], [1.44166, 1.41811, 0.41855], [3.40873, -0.91785, 1.73688], [-7.39231, -0.75748, 0.78436], [0.21897, 1.09145, -0.31037], [2.87980, 1.43370, -1.20926], [5.04310, -0.64530, -0.15847], [-5.25649, -0.65833, -0.07903]], "mulliken_charge": [0.39, -0.62, -0.64, -0.61, 0.21, 0.00, 0.17, 0.26, 0.31, 0.25, 0.21, 0.27, 0.28, -0.12, 0.24, 0.26, 0.26, 0.30, 0.36, -0.58, -0.68, -0.81, 0.25, 0.37, -0.41, 0.27, 0.23, -0.43], "multiplicity": 1, "lumo_energy_ha": 0.0339, "gap_ev": 9.47, "de_lowest_kj_mol": 520.21, "smiles": "NCCC1CC1.C#CCC=C", "homo_energy_ev": -8.55, "total_charge": 0}

[4]
{"formula": "C2H14N2O4", "method": "ωB97M-V/def2-TZVPD", "symbols": ["H", "H", "H", "H", "H", "O", "H", "H", "O", "H", "C", "N", "O", "H", "H", "O", "H", "H", "H", "H", "N", "C"], "xyz": [[-1.45643, -1.36255, 0.79521], [3.05627, -0.22883, -0.85583], [1.09431, 1.33809, -0.27975], [-3.90892, 1.29774, -1.45685], [-2.95122, 1.10704, 1.71314], [-3.52940, 0.42797, -1.27466], [1.84591, 0.93712, -2.37411], [-1.10569, -0.54501, -0.67772], [3.58947, -0.69851, -0.12452], [1.81784, -0.00103, 1.68980], [0.72789, 0.04322, 1.28788], [0.57669, -1.13814, 0.43035], [1.93958, 0.32304, -1.63959], [-3.44834, 0.53134, -0.26609], [0.12969, -0.05080, 2.18996], [-2.40432, 0.76674, 0.99383], [4.52781, -0.54421, -0.24472], [-0.89784, -2.40843, -0.45022], [1.23688, -0.88371, -0.30902], [-0.54983, 1.23309, 0.30911], [0.46055, 1.25194, 0.57974], [-0.75087, -1.39613, -0.03592]], "mulliken_charge": [0.33, 0.41, 0.40, 0.28, 0.19, -0.65, 0.18, 0.38, -0.70, 0.28, -0.59, 0.07, -0.86, 0.39, 0.37, -0.75, 0.29, 0.32, 0.36, 0.28, -0.17, -0.82], "multiplicity": 1, "lumo_energy_ha": -0.2016, "gap_ev": 4.07, "de_lowest_kj_mol": 841.30, "homo_energy_ev": -9.55, "total_charge": 0}